# 1
DFT (the ωB97M-V functional and the def2-TZVPD basis) results for a structure of composition C40H50F7LuN3O4PS2 at a distorted geometry.

```
108
Properties=species:S:1:pos:R:3:forces:R:3:lowdin_charge:R:1
Lu -1.59495 0.90937 -0.46250 0.0 -0.1 1.3 1.72
C 0.20808 -2.46680 3.09123 0.3 0.4 0.0 -0.09
C -0.90634 -1.39230 3.01218 -0.2 0.9 0.0 -0.36
C -2.06561 -1.73110 3.97126 -0.8 -1.9 -0.9 -0.05
C -0.37140 0.01995 3.34499 -1.2 0.5 -1.2 -0.12
C 0.75636 0.14751 4.11152 1.4 0.7 0.4 -0.06
C 1.28201 1.40528 4.46228 0.7 -0.4 -0.1 -0.07
C 0.53565 2.53029 4.17087 1.3 -0.9 1.2 -0.09
C -0.57216 2.45842 3.36252 -1.4 0.0 -0.4 -0.18
C -1.23966 3.80608 3.23333 -0.4 1.8 0.1 -0.35
C -0.30672 4.81479 2.51083 1.4 -0.8 0.5 -0.07
C -2.64695 4.01105 2.65131 -0.7 0.7 -0.4 -0.07
C -1.01096 1.23456 2.83040 1.2 -1.1 0.6 -0.20
N -1.98063 1.14292 1.78828 -1.2 0.1 0.0 -0.11
C -3.31674 1.04632 2.24977 1.3 -0.4 0.9 -0.26
C -3.69338 1.11389 3.63757 -2.0 -0.5 -1.0 -0.04
C -4.97919 0.64895 4.03036 0.7 1.3 0.5 -0.10
C -5.94213 0.31111 3.09125 -0.8 -0.4 -0.4 -0.11
C -5.62782 0.40757 1.72647 -0.1 -0.3 -0.1 -0.02
C -4.33784 0.74094 1.35820 -0.5 -0.3 0.3 -0.18
F -3.98194 0.66517 -0.00724 0.2 0.3 0.4 -0.05
H -0.01645 -3.39770 2.55895 -0.3 0.3 -0.1 0.07
H 0.33538 -2.76955 4.14642 0.3 0.3 -0.4 0.08
H 1.17312 -2.06257 2.67616 -0.9 -0.5 0.5 0.08
H -1.34178 -1.32928 2.00588 0.3 -0.2 0.1 0.09
H -1.71715 -1.74579 4.98764 0.1 0.2 0.6 0.07
H -2.38335 -2.80458 3.75792 0.4 1.1 0.2 0.10
H -3.00386 -1.14828 3.88773 1.0 -0.1 -0.1 0.06
H 1.33422 -0.72657 4.39292 -0.2 0.0 0.0 0.10
H 2.32726 1.52251 4.86415 -1.4 -0.3 0.1 0.12
H 0.81394 3.42760 4.71359 0.0 0.3 -0.6 0.12
H -1.29873 4.20263 4.28971 0.1 -0.4 -0.9 0.15
H 0.68058 4.84566 3.02668 -0.5 -0.1 -0.4 0.08
H -0.69982 5.80528 2.63121 -0.3 0.6 -0.4 0.07
H -0.08437 4.57165 1.44627 -0.5 0.2 0.6 0.07
H -2.81736 3.41617 1.75334 -0.1 0.0 0.2 0.05
H -2.78642 5.07074 2.30516 0.4 -0.8 0.5 0.09
H -3.47656 3.85534 3.36896 0.6 -0.3 -0.4 0.08
H -3.08993 1.57479 4.39969 0.6 -0.3 -0.1 0.11
H -5.26713 0.68958 5.11147 0.4 -0.1 -1.1 0.12
H -6.95890 -0.04299 3.39955 1.1 0.5 -0.3 0.12
H -6.36550 0.15241 0.95967 0.3 0.1 0.2 0.12
F 0.44051 4.43211 -1.21733 -0.9 0.7 -0.5 0.09
C -0.66253 5.09485 -1.63245 0.5 2.4 -0.1 -0.54
F -1.11196 5.85016 -0.59570 0.2 -1.3 -1.2 0.13
F -0.26787 5.99630 -2.61298 -0.8 -1.9 1.4 0.11
S -1.97178 3.92416 -2.34693 -1.2 -1.2 0.5 0.66
O -2.35378 2.89134 -1.31880 1.1 1.5 -0.8 -0.45
O -3.06536 4.73216 -2.77664 0.8 0.0 0.3 -0.22
N -1.15903 3.30022 -3.52834 0.3 -0.5 0.2 -0.29
S -0.74563 1.78008 -3.71429 0.0 -0.4 -0.3 0.66
O 0.23883 1.64021 -4.73312 -0.4 0.2 0.1 -0.23
O -0.44826 1.02302 -2.47540 -0.9 0.9 -0.9 -0.44
C -2.37838 1.01380 -4.36439 0.0 -0.8 -0.1 -0.56
F -2.99788 1.74080 -5.28421 0.6 -0.2 0.5 0.17
F -3.20935 0.91852 -3.27820 0.7 0.3 -1.1 0.07
F -2.12714 -0.22987 -4.90765 -0.3 1.9 0.9 0.10
C 6.64410 2.00257 -2.60533 0.4 0.1 -0.7 -0.19
C 5.74925 0.87057 -3.05539 -0.1 -1.4 -1.1 -0.49
P 4.87902 0.24360 -1.61100 -0.9 -0.8 1.6 0.90
C 6.24843 -0.46616 -0.54328 1.1 0.6 -1.2 -0.42
C 7.06526 -1.60688 -1.20137 -0.8 0.5 -0.5 -0.16
C 4.08267 -1.39819 -2.06263 -0.6 0.4 -0.3 -0.43
C 4.58290 -2.13978 -3.30974 0.4 -1.5 0.2 -0.17
H 6.99990 2.47146 -3.52685 0.4 0.2 0.4 0.07
H 7.48780 1.65778 -1.97693 -0.4 0.3 -0.4 0.07
H 6.04756 2.72978 -2.06415 0.1 0.2 0.2 0.06
H 6.33120 0.00055 -3.46827 -0.4 1.0 -0.1 0.07
H 4.99200 1.21425 -3.82691 0.9 -0.4 0.9 0.10
H 5.81748 -0.90360 0.33475 -0.5 0.2 0.7 0.05
H 6.91736 0.37460 -0.23352 -0.5 -0.7 -0.1 0.07
H 6.41412 -2.48341 -1.28593 0.3 0.1 0.0 0.05
H 7.88517 -1.87903 -0.56189 0.6 -0.1 0.1 0.06
H 7.41088 -1.34033 -2.22156 0.1 -0.2 0.7 0.07
H 3.00502 -1.13815 -2.20498 0.7 -0.5 0.2 0.06
H 4.19528 -2.01642 -1.14787 -0.3 0.3 -0.5 0.06
H 4.51844 -1.50417 -4.19002 0.0 0.0 -0.1 0.06
H 3.99403 -3.09078 -3.52275 0.5 1.2 0.3 0.09
H 5.64373 -2.49337 -3.18487 -1.0 0.5 -0.3 0.06
N 0.66629 1.89969 -0.13650 1.1 0.6 0.1 0.00
H 0.84656 2.79511 -0.65184 -0.3 -1.6 0.3 0.04
H 1.41210 1.23638 -0.43252 -0.6 0.6 0.0 0.06
H 0.95606 2.18254 0.80907 -0.4 -0.4 0.0 0.06
C 1.54425 -5.53394 -1.61593 -0.1 -0.1 0.2 -0.08
C 0.60178 -4.91027 -2.44749 1.2 -1.3 -0.6 -0.10
C 0.08998 -3.70973 -2.09010 -1.3 2.2 -0.3 -0.07
C 0.43706 -3.07718 -0.88697 0.2 -0.3 0.9 -0.20
C 1.47413 -3.66308 -0.10638 -0.6 0.5 -0.4 -0.06
C 1.97618 -4.92185 -0.40857 -1.3 -0.1 -2.1 -0.07
C -0.29887 -1.86509 -0.37840 0.5 0.2 -0.9 -0.13
C -1.52242 -1.39996 -0.77862 1.4 -0.7 1.2 -0.24
C -2.55430 -2.26639 -1.35120 -0.1 -0.3 -1.7 -0.28
C -3.25422 -1.76015 -2.48547 1.1 0.3 -0.1 -0.08
C -4.50748 -2.20872 -2.80588 -0.8 0.1 -0.4 -0.10
C -5.00904 -3.25786 -2.07196 -1.4 -1.3 -0.2 -0.13
C -4.23377 -3.94318 -1.14556 -0.5 -0.6 -0.2 -0.10
C -2.95466 -3.52717 -0.84465 0.7 1.2 1.4 -0.04
H 1.94735 -6.49122 -1.97155 -0.1 0.3 0.5 0.10
H 0.32695 -5.34946 -3.42643 0.2 0.2 0.8 0.12
H -0.56968 -3.15864 -2.80679 0.4 -0.7 0.9 0.13
H 1.92142 -3.06941 0.68526 -0.4 -0.2 0.3 0.09
H 2.60668 -5.47613 0.23685 0.9 -0.1 0.5 0.09
H 0.32788 -1.29444 0.34898 -0.3 0.0 -0.6 0.09
H -2.71517 -1.08913 -3.18139 -0.7 -0.5 1.3 0.08
H -5.18216 -1.75145 -3.55842 0.9 -0.3 0.2 0.12
H -6.00075 -3.67369 -2.35254 0.7 0.4 0.5 0.11
H -4.67305 -4.81541 -0.66133 0.3 0.1 -0.1 0.10
H -2.31598 -4.04396 -0.07467 -0.8 0.6 -0.8 0.13
```
Positions in Å, forces in eV/Å.

Properties
Frontier orbital gap   7.62 eV
Relative energy (zero: lowest compared OMol25 entry of this formula, charge and spin)   0.0 kcal per mole
2S+1   1

# 2
DFT (the ωB97M-V functional and the def2-TZVPD basis) results for a cluster of 13 separate species, C38H108N6O13 in total at a distorted geometry.

```
165
Properties=species:S:1:pos:R:3:forces:R:3:lowdin_charge:R:1
C -5.59844 10.88837 -9.01621 -0.8 -0.8 -1.2 -0.05
C -5.55877 10.09107 -10.39637 0.2 1.6 1.2 -0.26
O -4.19287 9.89863 -10.70809 0.4 -0.8 -0.3 -0.13
H -5.40108 11.94411 -9.20215 0.0 0.0 0.1 0.05
H -4.86853 10.51313 -8.29891 0.2 -0.2 -0.3 0.06
H -6.56732 10.76419 -8.53255 -0.1 0.3 -0.1 0.07
H -5.92637 10.66733 -11.24544 -0.5 0.2 0.3 0.11
H -6.11575 9.15431 -10.37716 0.1 -0.1 0.2 0.10
H -3.98805 9.08820 -10.23601 0.4 -0.2 0.1 0.02
C -6.35295 6.05172 -11.18718 0.2 -0.5 0.1 -0.08
C -4.95034 6.32325 -11.77557 -0.6 0.9 2.3 -0.29
O -3.99174 5.52848 -11.07367 -0.3 -1.3 -0.9 -0.10
H -6.30002 6.11868 -10.10053 0.5 -0.9 0.2 0.07
H -6.60493 5.07604 -11.60270 -0.5 -0.2 0.8 0.07
H -7.20357 6.72595 -11.28703 0.3 0.4 -1.3 0.07
H -4.73826 7.34503 -11.46080 0.3 0.5 -1.1 0.08
H -4.95108 6.08893 -12.84008 0.4 0.4 0.0 0.09
H -3.43134 6.02428 -10.47223 -0.4 0.6 -0.1 0.03
C -0.31172 14.79843 -15.90809 -1.9 1.0 0.4 -0.07
C -1.10942 15.92511 -15.19928 1.3 -0.2 0.0 -0.31
O -0.25346 16.36816 -14.13922 -0.3 0.1 -0.1 -0.08
H -0.95500 14.67724 -16.77965 0.2 -1.1 -0.2 0.06
H -0.45417 14.05344 -15.12528 0.7 -0.8 -0.8 0.04
H 0.71242 14.91955 -16.26105 -0.1 0.5 0.5 0.08
H -2.01813 15.44333 -14.83842 -0.1 -0.1 0.5 0.09
H -1.50503 16.68974 -15.86782 0.6 0.6 0.0 0.11
H -0.69613 16.94041 -13.50820 -0.3 0.1 -0.1 0.08
C 1.70213 6.15192 -15.11980 -0.7 0.2 -2.3 -0.07
C 1.56507 7.45725 -16.00674 0.4 -0.5 2.4 -0.27
O 1.06351 8.54224 -15.25317 0.4 1.0 0.7 -0.14
H 2.48750 6.09609 -14.36603 -0.1 0.5 -0.1 0.06
H 1.95038 5.45318 -15.91869 0.3 -0.6 0.3 0.07
H 0.74622 5.78700 -14.74405 0.0 0.3 0.3 0.04
H 0.95070 7.33848 -16.89925 0.2 -0.5 0.0 0.11
H 2.59307 7.74797 -16.22308 -0.2 0.0 -0.6 0.11
H 0.12015 8.46661 -15.09203 -0.3 -0.6 -0.3 0.02
C -0.87136 7.13207 -9.55528 0.1 0.9 -1.3 -0.03
C -1.98314 8.21143 -9.47332 2.8 -0.6 2.5 -0.31
O -3.13811 7.50751 -9.26731 -3.0 -0.7 -1.1 -0.09
H 0.14249 7.52883 -9.50263 0.0 0.0 0.1 0.05
H -0.98905 6.72661 -10.56020 0.2 -0.4 0.0 0.06
H -0.97570 6.29948 -8.85956 -0.2 0.3 0.2 0.09
H -1.98334 8.92163 -10.30020 -0.4 -0.5 -0.2 0.09
H -1.90889 8.75805 -8.53321 0.9 0.9 -0.2 0.12
H -3.09009 7.06506 -8.41670 -0.1 0.0 0.1 0.13
C -5.83964 14.00103 -12.55377 -1.5 -0.1 0.3 -0.09
C -6.00013 15.46930 -12.14299 0.7 -0.3 -0.1 -0.31
O -6.48028 16.31218 -13.18659 0.0 -0.5 1.0 -0.07
H -5.73728 13.35508 -11.68178 0.7 0.1 0.2 0.05
H -5.07389 13.81243 -13.30621 0.2 0.1 0.2 0.06
H -6.78266 13.61921 -12.94496 -0.1 0.2 -0.4 0.07
H -5.03524 15.74593 -11.71806 0.6 0.6 -0.5 0.09
H -6.60037 15.63386 -11.24816 -0.8 -0.4 -0.4 0.11
H -5.89322 16.27091 -13.94505 0.3 0.2 -0.2 0.02
C -4.17436 15.13747 -17.23654 -1.5 0.7 -0.3 -0.06
C -5.42835 15.57880 -16.43578 0.8 -0.5 -0.2 -0.29
O -5.07577 16.71682 -15.66084 -0.3 0.0 0.2 -0.09
H -4.48010 14.34798 -17.92308 0.5 -0.4 0.2 0.08
H -3.27595 14.97215 -16.64188 -0.4 -0.5 0.1 0.04
H -3.93766 15.98457 -17.88034 0.1 0.1 -0.1 0.07
H -5.85508 14.82839 -15.77029 0.5 -0.2 0.3 0.10
H -6.28138 15.78342 -17.08274 0.2 0.3 -0.4 0.12
H -5.10243 17.46619 -16.26029 0.0 0.3 0.2 0.10
C -6.50121 5.72177 -18.10974 0.0 -0.2 0.7 -0.05
C -5.44402 5.25547 -17.07166 -2.5 0.5 -0.4 -0.43
C -4.20505 4.95062 -17.84821 2.2 -0.7 2.7 -0.20
O -3.85563 3.57388 -17.73467 -2.0 -1.7 -2.1 -0.21
C -4.75721 2.70391 -18.51352 0.7 -0.2 -0.1 -0.09
N -5.36149 6.23794 -15.97183 0.3 0.6 -0.9 0.05
H -6.11750 6.57301 -18.67210 0.0 0.0 -0.1 0.08
H -7.45990 6.00338 -17.67418 0.0 0.1 0.2 0.07
H -6.71275 4.88042 -18.76965 0.1 0.1 -0.2 0.07
H -5.84054 4.36553 -16.58294 0.2 -0.7 -0.5 0.12
H -3.40572 5.26554 -17.17738 0.4 1.2 -0.4 0.11
H -4.08083 5.38772 -18.83898 -0.3 -0.2 -0.1 0.13
H -4.43791 1.66946 -18.38678 0.4 0.2 0.1 0.09
H -4.76542 2.90780 -19.58425 0.5 0.4 -0.1 0.09
H -5.81696 2.66829 -18.26100 -0.1 0.6 0.8 0.08
H -4.95262 5.85808 -15.13002 0.2 -0.3 0.0 0.04
H -6.33312 6.41827 -15.76320 0.0 0.4 0.4 0.07
C -2.57817 13.12950 -10.08739 0.2 0.4 -0.4 -0.06
C -1.23046 12.97410 -10.78829 0.4 -1.2 1.6 -0.37
C -0.23865 14.05104 -10.22113 0.1 0.7 -1.9 -0.16
O 1.14514 13.94097 -10.57392 1.0 -1.0 -0.7 -0.21
C 1.34433 13.60902 -11.96470 -0.9 -1.0 -0.2 -0.10
N -0.74249 11.59353 -10.40251 1.2 0.8 -0.3 0.05
H -2.35657 12.89295 -9.04669 -0.5 0.1 0.2 0.08
H -3.29646 12.41145 -10.48308 0.0 0.0 0.1 0.06
H -3.00401 14.12996 -10.16372 0.0 0.1 0.0 0.08
H -1.30857 12.96676 -11.87545 0.1 0.4 0.1 0.11
H -0.26249 14.26135 -9.15187 -0.2 -0.7 0.1 0.13
H -0.46966 15.00893 -10.68717 -0.9 0.2 0.0 0.12
H 0.80927 14.18881 -12.71679 -0.2 0.9 0.5 0.07
H 0.91450 12.61925 -12.11868 0.2 -0.4 0.0 0.06
H 2.37272 13.57270 -12.32410 0.3 0.3 0.9 0.09
H -0.65165 11.59056 -9.39661 0.0 -0.1 0.3 0.07
H -1.38564 10.84541 -10.61882 -0.5 0.3 -0.3 0.03
C -1.83460 7.15582 -13.28388 -0.6 -0.6 -0.3 -0.04
C -2.42650 8.17613 -14.24194 1.3 2.0 2.8 -0.42
C -2.00033 9.64478 -13.79086 -2.5 -0.2 -0.3 -0.14
O -2.59790 10.51859 -14.80299 2.1 0.8 0.0 -0.17
C -2.17139 11.90340 -14.66835 -0.9 -0.1 1.6 -0.09
N -1.85031 7.92481 -15.48718 0.3 0.1 -2.9 0.06
H -0.74485 7.17559 -13.27155 0.1 0.7 0.4 0.05
H -1.93697 6.18321 -13.76519 -0.7 -0.3 0.2 0.08
H -2.34034 7.15547 -12.31831 0.4 -0.1 0.1 0.05
H -3.51650 8.17876 -14.24604 -0.1 -0.1 0.1 0.14
H -0.96763 9.87309 -13.52723 0.6 -0.3 -0.9 0.11
H -2.50538 9.84372 -12.84562 -0.4 0.0 0.3 0.10
H -1.16157 12.12178 -14.32094 0.6 -1.0 -0.2 0.06
H -2.76945 12.28379 -13.84026 -0.3 0.4 0.2 0.07
H -2.32364 12.61916 -15.47619 -0.4 -1.0 -0.7 0.07
H -2.58468 7.63502 -16.11712 -0.1 -0.8 -0.3 0.08
H -1.66879 8.81963 -15.91896 0.2 0.5 -0.3 0.06
C 4.59911 9.74670 -9.78655 0.3 -1.7 -0.2 -0.01
C 3.21749 10.28630 -10.10653 0.1 -0.4 2.0 -0.33
C 2.00988 9.25908 -10.07634 -0.1 -0.3 -0.8 -0.17
O 2.35426 8.17823 -10.84544 0.5 -0.2 -0.3 -0.15
C 1.87902 8.19501 -12.20494 -0.2 -0.8 0.3 -0.03
N 2.99168 11.44776 -9.33365 -0.4 0.2 -2.9 0.27
H 4.85410 9.80935 -8.72864 0.0 0.5 -0.1 0.10
H 5.41364 10.06205 -10.43863 -0.2 0.6 0.2 0.10
H 4.60270 8.67145 -9.96518 -0.2 -0.1 -0.1 0.09
H 3.25182 10.69623 -11.11593 -0.5 -0.1 -1.1 0.19
H 1.05298 9.60751 -10.46498 0.1 1.1 0.2 0.11
H 1.84652 8.95712 -9.04182 0.4 -0.1 0.2 0.15
H 1.74691 9.14975 -12.71400 0.6 0.5 0.4 0.09
H 0.86845 7.78661 -12.19721 0.0 -0.3 -0.1 0.07
H 2.55465 7.54450 -12.76034 -0.3 0.2 0.0 0.09
H 3.65861 12.09497 -9.72915 1.2 0.8 1.5 0.15
H 2.13526 11.87256 -9.65950 -1.5 0.4 0.8 0.10
C 0.95684 12.49137 -18.71187 -0.5 1.0 -0.7 -0.08
C 0.12686 11.41732 -18.02835 0.3 0.6 -1.2 -0.44
C -0.88511 10.81536 -19.03581 -0.5 0.1 1.4 -0.17
O -1.83006 10.00038 -18.30697 -0.3 -1.4 -0.9 -0.22
C -2.74492 9.18689 -19.14170 1.1 1.0 0.5 -0.06
N 1.06407 10.41929 -17.55504 -0.8 -0.8 -0.1 0.06
H 1.72800 12.88769 -18.05131 0.0 0.0 0.0 0.07
H 0.32226 13.31375 -19.04217 -0.2 0.4 0.4 0.07
H 1.42627 12.22467 -19.65875 0.2 -0.8 0.2 0.08
H -0.44112 11.89767 -17.23162 -0.3 0.0 0.2 0.11
H -0.31836 10.26597 -19.78752 -0.2 -0.2 -0.2 0.13
H -1.51364 11.60980 -19.43817 0.5 0.3 -0.6 0.12
H -3.21291 9.78200 -19.92587 -0.2 0.4 0.2 0.08
H -3.49110 8.76321 -18.46953 0.1 0.1 0.0 0.08
H -2.23992 8.39553 -19.69562 0.4 -0.2 0.3 0.08
H 0.47533 9.61768 -17.37929 0.3 -0.5 0.3 0.04
H 1.44710 10.66575 -16.65357 0.0 0.1 0.1 0.07
C -4.05968 1.94652 -13.28118 1.1 0.4 0.0 -0.05
C -3.86336 2.17590 -14.78255 -1.8 -1.0 2.3 -0.43
C -2.58289 1.54464 -15.30214 -1.7 0.9 -1.5 -0.22
O -1.46917 2.18959 -14.77797 0.9 1.1 0.3 -0.15
C -1.07832 3.39988 -15.47315 -0.1 -0.7 -0.5 -0.07
N -5.07531 1.60479 -15.44641 1.5 0.6 -1.2 0.06
H -4.86871 2.57111 -12.90241 0.1 0.1 0.2 0.07
H -3.10583 2.18621 -12.81128 -0.2 0.4 0.5 0.07
H -4.25400 0.91370 -12.99198 -0.2 -0.1 -0.5 0.08
H -3.93858 3.23960 -15.00833 0.9 0.3 0.2 0.11
H -2.64318 1.68809 -16.38098 0.4 0.2 -0.5 0.11
H -2.63786 0.45820 -15.23339 0.6 0.0 0.9 0.14
H -1.78881 4.20029 -15.67968 -1.1 -0.2 0.8 0.06
H -0.82921 3.14616 -16.50352 0.7 -0.3 0.0 0.09
H -0.26800 3.90360 -14.94614 0.1 -0.7 0.0 0.07
H -4.78833 2.05519 -16.30367 -0.7 -0.8 -1.5 0.00
H -5.83427 2.24306 -15.25486 -0.5 -0.1 0.8 0.06
```
Positions in Å, forces in eV/Å.

Properties
Frontier orbital gap (alpha / beta)   8.56 / 2.69 eV
Relative energy (zero: lowest compared OMol25 entry of this formula, charge and spin)   74.5 kcal per mole
2S+1   2
Charge   +1

# 3
DFT (the ωB97M-V functional and the def2-TZVPD basis) results for a cluster of 3 separate species, C3H10NO4 in total at a distorted geometry.

```
18
Properties=species:S:1:pos:R:3:forces:R:3:lowdin_charge:R:1
C -0.23357 0.07535 2.35300 -4.1 -2.2 -3.6 -0.35
N -0.72677 0.52135 1.09795 1.3 1.8 2.4 0.01
C 0.18482 1.52343 0.39443 -1.4 -3.4 -2.6 -0.13
C 1.16934 0.49746 -0.44105 -2.4 4.1 -1.3 -0.36
O 0.61025 0.06222 -1.60148 -0.6 -0.6 0.0 -0.29
O -0.61940 -0.93521 2.93613 0.3 0.9 0.0 -0.04
H 0.51364 0.69734 2.69610 2.0 1.5 1.0 0.09
H -1.55794 0.20461 0.52646 1.3 -0.3 0.9 0.11
H 0.73381 2.25735 0.93212 0.4 0.2 1.4 0.07
H -0.43948 2.11468 -0.33257 0.6 -0.8 0.5 0.11
H 1.51779 -0.20994 0.21234 0.7 -2.2 2.0 0.07
H 1.97261 1.11287 -0.69963 2.1 1.2 -0.3 0.06
H -1.99243 -1.16970 -1.64885 0.0 1.5 0.9 0.05
H -0.85505 -0.17623 -1.34127 -0.6 0.5 -0.3 -0.01
O -1.89782 -0.25557 -1.24604 0.3 -1.8 -1.0 -0.19
H 0.70380 -2.49471 -0.63247 -0.6 -0.5 -1.1 0.02
H 0.53360 -1.38696 -1.63570 -0.2 -0.7 -0.5 -0.02
O 0.38279 -2.43837 -1.56946 0.8 0.8 1.5 -0.20
```
Positions in Å, forces in eV/Å.

Properties
Frontier orbital gap   8.19 eV
Relative energy (zero: lowest compared OMol25 entry of this formula, charge and spin)   63.8 kcal per mole
2S+1   1
Charge   -1

Look up the 2S+1 of the second one.
2